Run P
Molecular formula: C24H36O18
Method: DFT, the ωB97M-V functional and the def2-TZVPD basis

```
! RIJCOSX wB97M-V def2-TZVPD def2/J DEFGRID3
* xyz 0 1
C -3.65 -0.14 2.89
C -2.79 0.96 2.53
C -2.41 0.99 0.98
O -2.51 2.36 0.80
C -3.32 3.02 1.69
O -3.76 4.17 1.49
O -3.49 2.21 2.78
H -3.16 -1.10 2.67
H -4.65 -0.18 2.46
H -3.79 -0.29 3.96
H -1.90 0.94 3.16
H -3.21 0.59 0.35
H -1.55 0.51 0.51
C -2.41 -5.60 -7.50
C -1.85 -6.20 -6.18
C -0.39 -6.01 -6.06
O -0.28 -4.92 -5.24
C -1.39 -4.72 -4.52
O -1.35 -3.98 -3.55
O -2.36 -5.56 -4.98
H -1.89 -5.93 -8.41
H -2.28 -4.51 -7.47
H -3.46 -5.86 -7.56
H -1.98 -7.28 -6.25
H 0.10 -6.03 -7.03
H -0.15 -6.91 -5.50
C 0.70 -3.20 -0.64
C 0.40 -2.29 0.41
C 1.64 -1.67 1.10
O 1.96 -0.47 0.45
C 0.96 -0.15 -0.36
O 0.99 0.80 -1.08
O -0.06 -1.02 -0.26
H -0.19 -3.33 -1.26
H 0.77 -4.16 -0.11
H 1.68 -3.13 -1.11
H -0.46 -2.57 1.00
H 2.53 -2.29 1.01
H 1.43 -1.51 2.16
C 3.57 3.28 -2.39
C 2.19 2.80 -3.06
C 0.97 3.72 -3.23
O 0.57 3.26 -4.47
C 1.59 2.73 -5.16
O 1.49 2.29 -6.33
O 2.66 2.65 -4.40
H 4.37 2.64 -2.75
H 3.57 3.45 -1.32
H 3.84 4.20 -2.91
H 2.02 1.76 -2.76
H 1.17 4.80 -3.21
H 0.43 3.63 -2.29
C 0.39 2.46 2.67
C 1.27 3.69 2.13
C 0.98 4.18 0.82
O 0.98 5.66 1.04
C 0.90 5.89 2.46
O 0.70 7.04 2.98
O 0.99 4.76 3.02
H 0.50 2.44 3.75
H 0.72 1.57 2.14
H -0.68 2.45 2.49
H 2.36 3.64 2.16
H 0.03 3.85 0.41
H 1.78 3.88 0.14
C 1.92 0.05 4.91
C 1.20 -0.98 5.70
C -0.03 -0.29 6.39
O -1.13 -0.75 5.67
C -0.85 -1.60 4.82
O -1.70 -2.28 4.23
O 0.55 -1.70 4.77
H 2.82 -0.37 4.45
H 2.29 0.74 5.66
H 1.33 0.32 4.03
H 1.88 -1.55 6.32
H 0.05 0.79 6.42
H -0.17 -0.60 7.42
*
```

- Kohn-Sham gap: 10.39 eV
- Structure (SMILES): C[C@H]1COC(=O)O1.C[C@H]1COC(=O)O1.C[C@H]1COC(=O)O1.C[C@H]1COC(=O)O1.C[C@H]1COC(=O)O1.C[C@H]1COC(=O)O1
- LUMO: 0.1 eV
- HOMO level: -10.3 eV

Löwdin population analysis, charges in e, atoms 1 to 2:
1. C -0.057
2. C -0.304



Run Q
Molecular formula: C24H36O18
Method: DFT, the ωB97M-V functional and the def2-TZVPD basis

```
! RIJCOSX wB97M-V def2-TZVPD def2/J DEFGRID3
* xyz 0 1
C 4.20 4.00 1.23
C 3.32 3.06 0.45
C 3.62 1.55 0.70
O 2.33 0.97 0.63
C 1.38 1.97 0.79
O 0.22 1.80 0.95
O 1.99 3.15 0.87
H 3.61 4.80 1.70
H 5.00 4.57 0.76
H 4.75 3.53 2.05
H 3.41 3.20 -0.63
H 4.20 1.50 1.62
H 4.31 1.31 -0.11
C -2.16 6.72 -8.78
C -2.28 5.27 -9.26
C -1.01 4.75 -9.98
O -0.55 3.76 -9.06
C -1.36 3.63 -8.00
O -1.22 2.76 -7.19
O -2.35 4.52 -8.02
H -1.87 7.37 -9.61
H -1.38 6.74 -8.02
H -3.04 7.09 -8.25
H -3.13 5.04 -9.90
H -0.26 5.52 -10.14
H -1.33 4.27 -10.90
C 5.20 -2.26 -0.69
C 5.50 -1.84 0.71
C 6.64 -2.52 1.46
O 7.32 -1.43 2.08
C 6.85 -0.27 1.66
O 7.23 0.80 2.04
O 5.87 -0.43 0.76
H 5.90 -2.16 -1.52
H 4.35 -1.79 -1.19
H 4.91 -3.31 -0.60
H 4.57 -1.86 1.30
H 7.28 -2.91 0.67
H 6.23 -3.26 2.13
C -1.84 -0.29 -0.97
C -3.10 0.18 -0.31
C -4.39 0.27 -1.13
O -5.37 -0.10 -0.17
C -4.78 -0.64 0.93
O -5.38 -1.04 1.87
O -3.44 -0.68 0.77
H -1.42 0.50 -1.62
H -2.08 -1.07 -1.71
H -1.03 -0.51 -0.29
H -2.82 1.14 0.15
H -4.31 -0.34 -2.04
H -4.52 1.31 -1.43
C -0.06 0.57 -4.52
C 1.22 1.36 -4.35
C 1.28 2.34 -3.13
O 2.27 1.77 -2.29
C 2.92 0.80 -2.89
O 3.86 0.22 -2.45
O 2.26 0.42 -4.01
H -0.87 1.23 -4.85
H -0.34 0.28 -3.50
H -0.04 -0.34 -5.10
H 1.49 1.91 -5.26
H 0.32 2.26 -2.62
H 1.58 3.34 -3.42
C 5.04 -1.52 -5.74
C 5.62 -2.68 -4.95
C 5.87 -3.95 -5.76
O 7.28 -4.11 -5.62
C 7.81 -3.13 -4.84
O 8.98 -3.04 -4.65
O 6.85 -2.36 -4.31
H 5.80 -0.80 -6.08
H 4.46 -0.88 -5.08
H 4.54 -1.72 -6.69
H 4.83 -2.83 -4.20
H 5.65 -3.74 -6.80
H 5.39 -4.85 -5.38
*
```

- Kohn-Sham gap: 10.94 eV
- Structure (SMILES): C[C@H]1COC(=O)O1.C[C@H]1COC(=O)O1.C[C@H]1COC(=O)O1.C[C@H]1COC(=O)O1.C[C@H]1COC(=O)O1.C[C@H]1COC(=O)O1
- LUMO: 0.2 eV
- HOMO level: -10.8 eV

Löwdin population analysis, charges in e, atoms 1 to 2:
1. C -0.017
2. C -0.322



Name the least stable of them. run P.